(1)
# C18H48F3O9

A 8-piece molecular cluster, C18H48F3O9 overall (the ωB97M-V functional and the def2-TZVPD basis, the OMol25 dataset).

Structure (XYZ):
```
78
Properties=species:S:1:pos:R:3:forces:R:3
C 1.0139 -1.7719 -0.5052 -0.95 -0.95 1.31
O -0.0642 -0.9684 -1.0455 0.64 0.88 0.02
O 1.3535 -2.7288 -1.3009 0.24 -0.47 -0.79
C 2.1907 -0.8775 -0.0887 0.45 1.04 -1.41
F 1.9209 0.0393 0.8808 -0.26 -0.22 0.15
F 3.2386 -1.5861 0.3362 0.03 -0.28 0.35
F 2.6515 -0.1393 -1.1433 -0.07 -0.13 0.22
C -1.0498 -0.5679 -0.1201 -0.68 -0.26 -0.50
C -2.0678 0.2248 -0.9162 0.06 0.39 -0.40
H -2.2590 -0.3406 -1.8299 -0.27 0.08 0.01
H -3.0035 0.4536 -0.4010 0.03 -0.37 0.21
H -1.6699 1.2010 -1.1998 0.22 -0.12 -0.05
H -0.6782 0.0351 0.7126 0.19 -0.20 0.08
H -1.5342 -1.4946 0.2201 0.01 0.17 0.54
H 0.6263 -2.1416 0.4894 -0.06 0.18 0.00
C -1.6524 -3.1057 -4.2197 0.00 0.06 0.01
C -0.8021 -1.8588 -4.4413 0.31 -0.33 -0.38
O 0.5614 -2.0961 -4.1310 -0.58 0.08 0.04
H -1.7395 -3.3060 -3.1507 -0.02 -0.14 -0.08
H -1.1737 -3.9530 -4.7131 0.10 -0.03 0.16
H -2.6546 -3.0288 -4.6529 -0.02 0.24 0.12
H -1.1825 -1.0049 -3.8701 -0.08 0.00 -0.04
H -0.8252 -1.6159 -5.5092 -0.02 0.20 0.09
H 0.6002 -2.2684 -3.1724 0.55 -0.06 0.27
C -4.8018 3.8521 -1.4145 0.44 -1.08 0.04
C -4.2483 3.3914 -2.7561 0.49 0.17 0.18
O -2.8271 3.5456 -2.7659 -0.21 0.09 -0.07
H -4.2849 3.3342 -0.5964 0.21 0.07 -0.14
H -5.8344 3.5254 -1.2786 -0.22 0.73 -0.18
H -4.5656 4.9099 -1.3356 -0.59 0.14 0.27
H -4.6424 4.0551 -3.5281 0.10 -0.14 -0.16
H -4.4938 2.3600 -3.0280 -0.21 0.01 0.21
H -2.4957 3.1690 -1.9391 0.15 0.00 -0.05
C -0.6192 4.8085 1.9138 -0.86 -0.68 -0.10
C -1.4740 4.3752 0.7219 0.21 0.08 -0.01
O -0.9457 3.2261 0.0947 -0.28 -0.31 -0.08
H 0.3440 5.1904 1.5882 0.00 0.28 0.19
H -0.4727 3.9193 2.5315 0.24 0.01 -0.05
H -1.2201 5.4837 2.5278 0.44 0.43 -0.08
H -1.6012 5.1871 -0.0043 0.06 0.03 0.05
H -2.4748 4.1110 1.0752 0.03 -0.03 0.02
H -0.3022 3.4578 -0.5985 -0.33 0.29 -0.01
C 2.2697 3.1724 -0.2630 -0.88 -0.01 -0.05
C 1.7149 2.8109 -1.6289 -0.46 -0.17 0.36
O 0.7051 3.8071 -2.0144 1.23 -0.42 -0.21
H 3.1684 2.6014 -0.0509 0.14 0.15 0.00
H 1.5215 2.9242 0.4916 0.15 -0.06 0.10
H 2.4052 4.2544 -0.2115 0.45 -0.04 -0.03
H 1.1761 1.8611 -1.6015 0.36 -0.18 0.08
H 2.5285 2.7181 -2.3507 -0.20 0.32 -0.25
H 0.5230 3.5696 -2.9298 -0.50 0.27 0.01
C 0.9082 -2.6743 3.4154 -0.14 1.01 -0.41
C -0.4431 -1.9283 3.3888 1.27 -1.21 0.11
O -1.1193 -2.1124 4.6279 -0.30 0.46 0.10
H 1.3995 -2.6198 2.4401 -0.28 -0.33 -0.12
H 0.7278 -3.7079 3.7019 0.36 -0.08 0.11
H 1.6105 -2.1332 4.0526 -0.16 -0.43 0.52
H -1.0050 -2.3546 2.5544 -0.31 0.46 -0.04
H -0.2273 -0.8713 3.2677 -0.47 0.13 -0.11
H -1.4063 -3.0261 4.7002 0.09 -0.04 -0.12
C 4.3759 -0.2334 3.1863 -0.01 -0.99 -0.27
C 5.6825 0.0614 3.8842 -0.08 -0.25 0.16
O 5.4819 0.6698 5.1578 0.21 0.11 0.12
H 4.5399 -0.7277 2.2242 0.15 0.60 -0.22
H 3.7419 0.6440 3.0783 0.00 0.02 -0.16
H 3.8218 -1.0294 3.6930 -0.07 0.40 0.49
H 6.3623 0.6512 3.2606 -0.12 0.16 0.01
H 6.2042 -0.8720 4.1007 0.00 -0.01 -0.02
H 5.1258 1.5534 5.0291 -0.06 -0.03 -0.08
C -1.6125 -5.0662 -0.6214 0.07 -0.04 -0.15
C -0.3739 -5.3403 0.2139 0.24 0.63 0.18
O 0.7830 -5.4006 -0.5892 -0.19 -0.32 0.27
H -2.5060 -4.8894 -0.0169 0.00 -0.15 0.04
H -1.7777 -5.8878 -1.3211 -0.14 0.00 0.04
H -1.4289 -4.1689 -1.2152 0.01 0.01 0.06
H -0.4403 -6.2592 0.8010 -0.10 -0.14 -0.17
H -0.2651 -4.5220 0.9459 -0.04 -0.07 0.03
H 0.9871 -4.4760 -0.8372 0.30 0.40 -0.34
```
Positions in Å, forces in eV/Å.

Its largest force on an atom is 1.9 eV/A. The calculation puts the molar mass at 465.6 g mol⁻¹. For the HOMO energy, the calculation gives -5.118 eV. As for the charge: -1.

***

(2)
# C14H15F5IrN6OS2Te

C14H15F5IrN6OS2Te as an isolated structure (the ωB97M-V functional and the def2-TZVPD basis, the OMol25 dataset).

Structure (XYZ):
```
45
Properties=species:S:1:pos:R:3:forces:R:3
Ir 0.6563 1.4439 -0.7580 0.02 0.77 0.55
N 3.7956 4.7530 -1.1827 -0.16 -0.16 0.01
C 2.7168 3.9873 -1.0002 0.16 0.21 0.03
S 2.7503 2.3549 -1.5370 -0.49 -0.46 0.06
N 1.6595 4.5490 -0.4192 0.18 0.02 -0.07
N 0.6173 3.7323 -0.3144 0.28 -0.26 -0.09
C -0.4963 4.2772 0.0166 -0.33 0.07 0.17
C -1.6801 3.4487 -0.0219 0.23 -0.06 -0.01
C -2.9258 3.9751 0.2500 -0.19 0.22 0.11
C -4.0440 3.1772 0.0743 -0.15 0.09 0.02
C -3.8679 1.8813 -0.3667 0.06 -0.11 -0.01
C -2.5797 1.4064 -0.5856 0.01 0.15 0.08
N -1.4981 2.1701 -0.4142 -0.05 -0.33 -0.15
H 4.6151 4.3996 -1.6420 0.06 -0.04 -0.03
H 3.7642 5.7255 -0.9263 -0.04 0.08 0.04
H -0.5560 5.3362 0.2465 0.04 0.01 -0.02
H -3.0129 5.0025 0.5849 0.01 -0.07 -0.07
H -5.0344 3.5710 0.2637 0.03 -0.02 0.00
H -4.7108 1.2283 -0.5466 0.02 0.01 0.01
H -2.4132 0.3900 -0.9021 0.09 -0.03 -0.05
N 2.7075 -1.6252 1.0567 -0.05 -0.25 -0.07
C 1.6289 -0.9513 1.3756 -0.14 0.19 0.41
S 1.6407 0.7312 1.5109 -0.16 0.19 0.13
N 0.4414 -1.6438 1.6398 0.31 0.54 0.08
C 0.1939 -2.9618 1.5795 -0.08 -0.71 0.02
C -1.0214 -3.3773 0.9274 0.18 0.25 0.45
C -1.2874 -4.7016 0.8100 0.19 -0.53 0.13
C -0.4010 -5.6456 1.3832 0.11 0.14 0.05
C 0.7749 -5.2348 2.0795 -0.39 -0.49 -0.24
C 1.0853 -3.9196 2.1681 -0.06 0.40 -0.33
H 3.5395 -1.1036 0.8208 -0.01 0.03 0.01
H 2.7099 -2.6177 0.8796 0.02 -0.08 -0.04
H -0.3716 -1.0395 1.6682 0.11 0.18 -0.43
H -1.6723 -2.6306 0.4876 0.13 0.04 0.05
H -2.1633 -5.0354 0.2695 0.03 -0.05 0.05
H -0.6261 -6.7042 1.3046 0.03 0.10 0.01
H 1.4093 -5.9735 2.5546 -0.10 -0.01 -0.05
H 1.9511 -3.5917 2.7316 -0.10 0.06 -0.01
F -1.4163 -1.9039 -2.8863 -0.53 -0.25 -0.02
Te 0.1681 -1.2662 -2.2452 0.47 -0.25 -0.55
F 0.6796 -2.9234 -1.6121 -0.09 -0.51 0.31
F 1.8985 -0.6928 -1.7669 0.41 0.20 0.09
F 0.9340 -1.7189 -3.8355 0.11 -0.31 -0.27
F -0.0983 0.3855 -3.0605 -0.26 0.53 -0.18
O -0.4608 -0.6637 -0.6597 0.09 0.52 -0.21
```
Positions in Å, forces in eV/Å.

Its largest force on an atom is 0.9 eV/A. Its spin multiplicity is 6. The calculation puts the molar mass at 762.3 g mol⁻¹. As for the expectation value of S²: 8.8211. For the HOMO energy (alpha / beta), the calculation gives -14.034 / -14.062 eV. As for the charge: +2.

***

(3)
# C6H14S

One molecule with the formula C6H14S (the ωB97M-V functional and the def2-TZVPD basis, the OMol25 dataset).

Structure (XYZ):
```
21
Properties=species:S:1:pos:R:3:forces:R:3
C 1.5412 1.5644 -0.5398 -0.28 1.10 1.14
S 0.6582 0.2727 0.0283 0.72 -1.97 -2.68
C 1.2490 -0.5033 1.7089 -1.75 3.03 -0.80
C 1.3560 -1.1534 -1.0251 -0.38 -0.60 0.22
C -0.9927 0.4199 -0.6575 -0.24 -1.70 1.88
C -1.6487 -1.0410 -0.5594 0.81 0.12 0.41
C -1.9250 1.3504 0.1511 1.55 2.92 -2.16
H 2.3974 1.6861 0.1134 0.37 0.22 -0.02
H 0.9189 2.4865 -0.6159 0.37 -0.89 -0.05
H 2.3206 -0.5573 1.7440 0.40 -1.07 -0.39
H 1.0904 0.4745 2.2589 -0.57 -1.62 0.37
H 0.5265 -1.3507 1.7995 1.13 0.67 0.62
H 2.4576 -1.3443 -0.8728 -1.28 0.63 0.09
H 0.7768 -2.1009 -0.9600 0.85 0.46 0.66
H 1.1206 -0.8617 -2.0382 0.34 0.63 -0.25
H -2.0133 -1.2598 0.4838 -0.03 0.31 -0.78
H -2.5381 -1.1795 -1.2586 1.46 0.12 0.69
H -0.7912 -1.7783 -0.6784 -2.03 0.63 -0.47
H -2.6554 1.6488 -0.6537 0.16 -0.23 1.26
H -2.3333 0.8768 0.9762 -1.38 -1.09 1.46
H -1.5155 2.3503 0.5952 -0.21 -1.66 -1.20
```
Positions in Å, forces in eV/Å.

Its largest force on an atom is 3.9 eV/A. The calculation puts the molar mass at 118.2 g mol⁻¹. As for the SMILES: C=S(C)(C)=C(C)C. For the HOMO energy, the calculation gives -7.337 eV. As for the charge: 0.

***

(4)
# C4H4N2

One molecule with the formula C4H4N2 (the ωB97M-V functional and the def2-TZVPD basis, the OMol25 dataset).

Structure (XYZ):
```
10
Properties=species:S:1:pos:R:3:forces:R:3
C -1.1453 0.0940 0.0874 0.71 0.38 -0.05
C -0.2716 1.1881 0.0264 0.09 -0.02 -0.01
N 1.0448 1.0832 -0.0736 0.16 -0.33 -0.02
C 1.5657 -0.1632 -0.1195 -0.74 -0.38 0.05
N 0.8791 -1.3067 -0.0741 -3.05 0.58 0.23
C -0.5409 -1.1503 0.0339 1.07 0.11 -0.07
H -2.2266 0.3005 0.1718 0.71 -0.57 -0.06
H -0.6855 2.1936 0.0621 0.18 0.00 -0.01
H 2.6675 -0.2591 -0.2034 -0.85 0.16 0.07
H -1.2945 -1.9792 0.0870 1.70 0.07 -0.13
```
Positions in Å, forces in eV/Å.

Its largest force on an atom is 3.1 eV/A. The calculation puts the molar mass at 80.1 g mol⁻¹. As for the SMILES: c1cncnc1. For the HOMO energy, the calculation gives -9.871 eV. As for the charge: 0.

***

Please write out number 3 again, unchanged.
# C6H14S

One molecule with the formula C6H14S (the ωB97M-V functional and the def2-TZVPD basis, the OMol25 dataset).

Structure (XYZ):
```
21
Properties=species:S:1:pos:R:3:forces:R:3
C 1.5412 1.5644 -0.5398 -0.28 1.10 1.14
S 0.6582 0.2727 0.0283 0.72 -1.97 -2.68
C 1.2490 -0.5033 1.7089 -1.75 3.03 -0.80
C 1.3560 -1.1534 -1.0251 -0.38 -0.60 0.22
C -0.9927 0.4199 -0.6575 -0.24 -1.70 1.88
C -1.6487 -1.0410 -0.5594 0.81 0.12 0.41
C -1.9250 1.3504 0.1511 1.55 2.92 -2.16
H 2.3974 1.6861 0.1134 0.37 0.22 -0.02
H 0.9189 2.4865 -0.6159 0.37 -0.89 -0.05
H 2.3206 -0.5573 1.7440 0.40 -1.07 -0.39
H 1.0904 0.4745 2.2589 -0.57 -1.62 0.37
H 0.5265 -1.3507 1.7995 1.13 0.67 0.62
H 2.4576 -1.3443 -0.8728 -1.28 0.63 0.09
H 0.7768 -2.1009 -0.9600 0.85 0.46 0.66
H 1.1206 -0.8617 -2.0382 0.34 0.63 -0.25
H -2.0133 -1.2598 0.4838 -0.03 0.31 -0.78
H -2.5381 -1.1795 -1.2586 1.46 0.12 0.69
H -0.7912 -1.7783 -0.6784 -2.03 0.63 -0.47
H -2.6554 1.6488 -0.6537 0.16 -0.23 1.26
H -2.3333 0.8768 0.9762 -1.38 -1.09 1.46
H -1.5155 2.3503 0.5952 -0.21 -1.66 -1.20
```
Positions in Å, forces in eV/Å.

Its largest force on an atom is 3.9 eV/A. The calculation puts the molar mass at 118.2 g mol⁻¹. As for the SMILES: C=S(C)(C)=C(C)C. For the HOMO energy, the calculation gives -7.337 eV. As for the charge: 0.